Density functional theory data (ωB97M-V with the def2-TZVPD basis set) for a molecular structure, C34H39N5O3P2PtS at a distorted geometry.

Charge: +2
Multiplicity: 5
Gap between HOMO and LUMO (spin up / spin down) (eV): 4.62 / 4.00

The geometry in XYZ format:
```
85
Properties=species:S:1:pos:R:3:lowdin_spin:R:1
Pt -0.070 0.997 0.607 0.251
C 0.918 -4.488 -0.373 0.003
C 0.557 -3.801 -1.468 0.013
C -0.617 -4.239 -2.306 0.003
C -1.976 -4.525 -1.612 0.003
C -2.287 -3.658 -0.410 0.007
C -1.622 -3.776 0.760 0.007
C -0.945 -5.047 1.176 0.001
C 0.109 -5.608 0.192 0.000
C -0.833 2.057 2.254 0.137
H 1.873 -4.343 0.142 0.001
H 1.242 -3.134 -1.988 0.005
H -0.298 -5.152 -2.846 0.000
H -0.784 -3.481 -3.088 0.000
H -2.763 -4.364 -2.372 0.000
H -2.042 -5.595 -1.356 0.000
H -3.208 -3.054 -0.498 0.003
H -1.661 -2.992 1.518 0.005
H -1.719 -5.803 1.371 0.000
H -0.425 -4.892 2.138 0.000
H 0.761 -6.295 0.742 0.000
H -0.359 -6.205 -0.607 0.000
H 0.032 2.071 2.931 0.016
H -1.713 1.701 2.807 0.009
H -1.031 3.053 1.844 0.006
P -2.005 0.110 0.082 0.181
P 1.090 0.128 -1.067 0.131
N -2.879 -0.594 1.423 0.048
N -3.189 1.277 -0.393 0.054
N 2.209 -0.960 -0.299 0.073
N 2.200 1.020 -2.075 0.005
C -1.609 -0.886 -1.358 0.033
C -0.259 -0.597 -2.072 0.032
C -2.319 -0.733 2.705 0.351
C -3.208 -1.401 3.527 0.127
C -4.355 -1.728 2.735 0.137
C -4.142 -1.198 1.464 0.351
C -3.506 2.448 0.321 0.006
C -4.478 3.143 -0.382 0.006
C -4.782 2.383 -1.556 0.007
C -3.999 1.242 -1.523 0.012
C 2.400 -1.120 1.088 0.371
C 3.277 -2.188 1.282 0.115
C 3.605 -2.721 -0.001 0.131
C 2.957 -1.937 -0.952 0.332
C 3.325 0.624 -2.826 0.022
C 3.765 1.710 -3.583 0.004
C 2.889 2.805 -3.305 0.014
C 1.948 2.361 -2.396 0.011
H -2.420 -0.777 -2.084 0.000
H -1.632 -1.936 -1.040 0.008
H 0.110 -1.512 -2.550 0.004
H -0.406 0.153 -2.868 0.003
H -1.367 -0.288 2.940 0.020
H -3.031 -1.626 4.571 0.002
H -5.204 -2.308 3.064 0.002
H -4.789 -1.165 0.602 0.012
H -2.993 2.690 1.236 0.000
H -4.913 4.093 -0.102 0.000
H -5.469 2.645 -2.345 0.001
H -3.924 0.414 -2.208 0.000
H 1.921 -0.477 1.814 0.041
H 3.633 -2.565 2.229 0.001
H 4.152 -3.624 -0.207 0.003
H 2.950 -2.004 -2.039 0.007
H 3.734 -0.361 -2.752 0.003
H 4.605 1.731 -4.253 0.000
H 2.934 3.794 -3.721 0.001
H 1.123 2.868 -1.916 0.001
O -0.083 4.151 -0.419 0.134
C 0.915 3.907 0.275 0.026
N 1.284 2.612 0.680 0.551
S 2.715 2.510 1.580 0.008
O 2.393 2.011 2.892 0.058
O 3.704 1.820 0.792 0.044
C 2.915 4.297 1.559 0.012
C 3.829 5.086 2.272 -0.001
C 3.780 6.485 2.116 0.009
C 2.806 7.062 1.282 0.009
C 1.863 6.273 0.629 -0.002
C 1.922 4.885 0.782 0.014
H 4.542 4.603 2.943 0.000
H 4.482 7.118 2.670 0.000
H 2.787 8.139 1.163 0.000
H 1.060 6.684 0.011 0.000
```


Density functional theory data (ωB97M-V with the def2-TZVPD basis set) for 2 unconnected molecules or ions with the total composition C5H4N2 at a distorted geometry.

Relative energy (zero: lowest compared OMol25 entry of this formula, charge and spin) (kcal per mole): 189.5
Multiplicity: 1
Gap between HOMO and LUMO (spin up / spin down) (eV): 8.36 / 7.35

The geometry in XYZ format:
```
11
Properties=species:S:1:pos:R:3:nbo_charge:R:1
C 2.967 -0.920 0.411 0.069
C 1.703 -0.697 0.396 -0.311
C 0.347 -0.508 0.481 0.073
C -0.681 -0.982 -0.365 -0.207
C -1.528 0.095 -0.502 -0.071
N -1.088 1.170 0.215 -0.163
N -0.092 0.689 0.961 -0.299
H 0.971 1.534 -1.001 0.008
H -0.691 -1.928 -0.885 0.250
H -2.451 0.174 -1.062 0.229
H 0.544 1.373 1.350 0.422
```


Density functional theory data (ωB97M-V with the def2-TZVPD basis set) for a molecular structure, C52H42MnN6O7 at a distorted geometry.

Charge: -2
Relative energy (zero: lowest compared OMol25 entry of this formula, charge and spin) (kcal per mole): 20.4
Multiplicity: 6
Gap between HOMO and LUMO (spin up / spin down) (eV): 3.86 / 4.46

The geometry in XYZ format:
```
108
Properties=species:S:1:pos:R:3:lowdin_spin:R:1
Mn 0.304 -0.871 -0.908 3.755
C -5.661 -6.000 -4.732 0.001
O -5.957 -4.655 -5.007 0.003
C -5.090 -3.760 -4.359 0.013
C -4.127 -3.065 -5.090 0.000
C -3.272 -2.184 -4.473 0.009
C -3.335 -1.923 -3.077 0.008
C -4.289 -2.697 -2.358 0.012
C -5.137 -3.581 -2.976 0.000
C -2.433 -1.045 -2.426 0.030
C -1.484 -0.181 -3.093 0.020
C -1.732 0.694 -4.165 0.009
C -0.815 1.727 -4.063 0.011
C 0.011 1.459 -2.952 0.012
N -0.372 0.251 -2.416 0.069
C 0.951 2.312 -2.292 -0.005
C 1.750 1.773 -1.241 0.002
C 2.984 2.268 -0.772 0.010
C 3.488 1.343 0.137 0.005
C 2.554 0.324 0.202 0.008
C 3.286 -1.128 2.228 0.009
C 3.837 -2.535 2.506 0.003
C 3.211 -3.469 3.321 0.004
C 3.879 -4.613 3.723 0.001
C 5.188 -4.846 3.320 0.000
O 5.779 -6.004 3.806 0.000
C 7.178 -6.036 3.910 0.000
C 5.815 -3.931 2.486 0.000
C 5.139 -2.792 2.092 0.000
C 2.023 -0.792 3.021 0.121
N 0.916 -0.781 2.221 0.032
C -0.076 0.026 2.710 0.003
C -1.326 0.417 2.188 0.285
C -1.958 1.476 3.013 0.032
C -1.295 2.701 3.106 0.016
C -1.768 3.733 3.894 0.001
C -2.943 3.570 4.616 0.007
O -3.489 4.533 5.449 0.002
C -2.677 5.627 5.782 0.000
C -3.633 2.366 4.516 0.000
C -3.145 1.335 3.734 0.012
C -2.025 0.033 1.002 0.021
C -3.424 0.161 0.852 0.105
C -3.758 -0.347 -0.390 0.030
C -2.561 -0.728 -1.007 0.088
N -1.504 -0.491 -0.161 0.059
C 0.405 0.395 3.991 0.125
C 1.704 -0.078 4.157 0.020
N 1.496 0.585 -0.623 -0.030
C 0.959 3.744 -2.445 0.000
C 1.078 4.519 -1.270 -0.001
C 0.966 5.885 -1.279 0.000
C 0.707 6.557 -2.472 -0.001
O 0.515 7.947 -2.480 0.000
C -0.699 8.322 -1.880 0.000
C 0.624 5.827 -3.650 0.000
C 0.772 4.455 -3.644 -0.001
H -6.451 -6.604 -5.182 0.000
H -5.631 -6.192 -3.654 0.000
H -4.694 -6.290 -5.165 0.000
H -4.052 -3.248 -6.154 0.000
H -2.511 -1.684 -5.052 0.001
H -4.330 -2.602 -1.283 0.003
H -5.842 -4.157 -2.385 0.000
H -2.530 0.623 -4.882 0.001
H -0.792 2.594 -4.693 0.001
H 3.462 3.162 -1.128 0.001
H 4.396 1.377 0.709 0.000
H 2.206 -3.288 3.678 0.002
H 3.405 -5.336 4.371 0.000
H 7.395 -6.793 4.668 0.000
H 7.584 -5.072 4.242 0.000
H 7.666 -6.319 2.968 0.000
H 6.833 -4.092 2.158 0.000
H 5.636 -2.044 1.490 0.000
H -0.376 2.845 2.557 0.000
H -1.218 4.660 3.928 0.000
H -3.189 6.155 6.587 0.000
H -2.545 6.314 4.938 0.000
H -1.692 5.301 6.137 0.000
H -4.552 2.257 5.078 0.000
H -3.677 0.393 3.714 0.000
H -4.112 0.585 1.558 0.008
H -4.738 -0.374 -0.834 0.000
H -0.159 0.961 4.709 0.008
H 2.339 0.065 5.010 -0.002
H 1.207 4.002 -0.333 0.000
H 1.052 6.446 -0.357 0.000
H -0.681 9.407 -1.766 0.000
H -0.828 7.856 -0.897 0.000
H -1.555 8.030 -2.505 0.000
H 0.442 6.355 -4.577 0.000
H 0.757 3.928 -4.586 0.000
N -0.412 -2.895 -1.725 -0.014
C 0.543 -3.083 -2.829 0.001
C 1.932 -3.014 -2.163 0.005
O 2.770 -3.905 -2.337 0.008
N 1.992 -1.976 -1.348 -0.020
C 3.050 -1.980 -0.355 0.002
C 2.572 -1.052 0.766 0.003
O 4.235 -0.237 2.396 0.013
O 1.166 -1.389 0.997 0.059
H -0.278 -3.648 -1.045 0.002
H -1.369 -2.961 -2.078 0.001
H 0.403 -2.264 -3.543 0.000
H 0.412 -4.049 -3.337 -0.001
H 3.999 -1.596 -0.752 0.000
H 3.222 -3.006 0.005 0.000
```


Density functional theory data (ωB97M-V with the def2-TZVPD basis set) for 2 unconnected molecules or ions with the total composition C24H23F3N at a distorted geometry.

Charge: +1
Relative energy (zero: lowest compared OMol25 entry of this formula, charge and spin) (kcal per mole): 61.8
Multiplicity: 1
Gap between HOMO and LUMO (eV): 5.54

The geometry in XYZ format:
```
51
Properties=species:S:1:pos:R:3:nbo_charge:R:1
F 5.291 2.593 1.272 -0.312
C 5.062 1.405 1.913 0.963
F 5.846 0.466 1.309 -0.310
F 5.531 1.562 3.193 -0.309
C 3.609 1.045 1.873 -0.029
C 3.201 -0.266 1.619 -0.204
C 1.858 -0.524 1.440 -0.112
C 0.881 0.511 1.474 -0.094
C -0.479 0.224 1.138 0.132
C -1.604 1.041 1.475 -0.192
C -2.819 0.394 1.854 -0.155
C -3.985 1.120 2.046 -0.198
C -3.980 2.519 1.904 -0.130
C -2.790 3.180 1.557 -0.229
C -1.624 2.459 1.308 -0.089
C 1.325 1.776 1.949 -0.112
C 2.673 2.057 2.086 -0.205
H 3.937 -1.071 1.572 0.259
H 1.518 -1.557 1.325 0.247
H -0.644 -0.827 0.875 0.235
H -2.806 -0.686 2.020 0.231
H -4.912 0.605 2.317 0.242
H -4.902 3.093 2.065 0.242
H -2.769 4.268 1.478 0.241
H -0.729 2.973 0.969 0.217
H 0.596 2.517 2.258 0.231
H 2.993 3.056 2.381 0.258
C 0.719 -4.523 -0.731 -0.207
C 1.750 -3.576 -0.812 -0.226
C 1.464 -2.270 -1.220 -0.168
C 0.145 -1.895 -1.481 -0.066
C -0.148 -0.479 -1.941 -0.077
C -0.384 -0.333 -3.479 -0.388
C -1.579 0.619 -3.633 -0.423
C -2.141 0.865 -2.221 -0.216
N -1.279 0.126 -1.342 -0.592
C -0.889 -2.836 -1.410 -0.227
C -0.592 -4.150 -1.034 -0.196
H 0.942 -5.545 -0.430 0.231
H 2.775 -3.850 -0.567 0.225
H 2.258 -1.517 -1.317 0.210
H 0.730 0.132 -1.679 0.175
H 0.534 0.051 -3.943 0.226
H -0.617 -1.325 -3.894 0.220
H -1.259 1.562 -4.072 0.222
H -2.351 0.159 -4.254 0.227
H -2.133 1.938 -1.967 0.190
H -3.191 0.529 -2.122 0.200
H -1.715 -0.210 -0.481 0.396
H -1.911 -2.528 -1.653 0.221
H -1.404 -4.878 -0.989 0.227
```


Density functional theory data (ωB97M-V with the def2-TZVPD basis set) for a molecular structure, C7H9N at a distorted geometry.

Relative energy (zero: lowest compared OMol25 entry of this formula, charge and spin) (kcal per mole): 192.3
Multiplicity: 1
Gap between HOMO and LUMO (eV): 9.15

The geometry in XYZ format:
```
17
Properties=species:S:1:pos:R:3:nbo_charge:R:1
C 1.697 0.072 -0.419 -0.244
C 0.020 -0.809 0.306 -0.131
C -1.328 -1.257 0.156 -0.186
C -1.989 -0.129 -0.294 -0.250
C -1.048 1.150 0.121 -0.212
C 0.534 1.191 -0.123 -0.218
C -0.161 0.470 0.954 -0.291
H 2.458 0.713 0.009 0.198
H 1.852 -0.028 -1.521 0.197
H 1.624 -1.774 -0.237 0.354
H 0.013 -0.619 -0.822 0.202
H -1.731 -2.320 -0.033 0.227
H -2.942 -0.410 -0.862 0.231
H -1.589 2.092 0.306 0.246
H 0.913 2.296 -0.013 0.211
H 0.209 0.445 2.039 0.238
N 1.466 -1.081 0.432 -0.572
```


Density functional theory data (ωB97M-V with the def2-TZVPD basis set) for 2 unconnected molecules or ions with the total composition C16H27N2O5P at a distorted geometry.

Relative energy (zero: lowest compared OMol25 entry of this formula, charge and spin) (kcal per mole): 0.0
Multiplicity: 1
Gap between HOMO and LUMO (eV): 9.97
SMILES string: CNC(=O)[C@H](CC(C)C)NC(C)=O.O=P(O)(O)Cc1ccccc1

The geometry in XYZ format:
```
51
Properties=species:S:1:pos:R:3:nbo_charge:R:1
O -0.418 5.535 -3.145 -0.632
O 2.802 4.324 1.002 -0.633
O 0.916 -7.053 1.076 -1.145
O 1.462 -5.067 2.343 -0.978
O 1.041 -7.340 3.504 -0.962
C 0.017 5.323 -2.025 0.677
C 2.450 4.125 -0.152 0.659
C -2.658 -3.635 -0.798 -0.214
C -2.507 -3.051 0.463 -0.213
C -2.325 -4.979 -0.985 -0.202
C -2.013 -3.805 1.533 -0.233
C -1.842 -5.735 0.087 -0.224
C -1.677 -5.153 1.353 0.046
N 3.346 4.317 -1.130 -0.612
N 0.397 4.093 -1.682 -0.624
C 0.132 6.462 -1.030 -0.716
C 3.231 4.070 -2.569 -0.411
C -0.505 0.068 -0.145 -0.596
C -1.430 2.134 0.854 -0.609
C -0.554 1.589 -0.277 -0.216
C 0.881 2.148 -0.250 -0.385
C -1.159 -5.981 2.503 -0.855
C 0.990 3.678 -0.401 -0.136
P 0.586 -6.379 2.341 2.340
H 1.313 -4.756 1.440 0.515
H 1.911 -7.599 3.175 0.513
H -3.040 -3.050 -1.630 0.216
H -2.783 -2.013 0.617 0.214
H -2.441 -5.439 -1.962 0.219
H -1.904 -3.339 2.508 0.211
H -1.585 -6.779 -0.073 0.236
H 4.242 4.635 -0.794 0.409
H 0.277 3.395 -2.397 0.405
H -0.261 7.370 -1.486 0.248
H 1.176 6.615 -0.765 0.231
H -0.448 6.229 -0.139 0.226
H 2.642 4.859 -3.042 0.207
H 4.224 4.065 -3.021 0.214
H 2.762 3.103 -2.754 0.194
H 0.120 -0.355 -0.932 0.207
H -0.102 -0.218 0.827 0.204
H -1.511 -0.332 -0.255 0.207
H -0.954 1.951 1.818 0.207
H -2.404 1.644 0.835 0.213
H -1.588 3.204 0.723 0.206
H -1.020 1.831 -1.232 0.194
H 1.457 1.677 -1.047 0.199
H 1.339 1.866 0.700 0.230
H -1.707 -6.922 2.559 0.267
H -1.291 -5.456 3.450 0.250
H 0.412 4.126 0.406 0.233
```